# 1
ORCA calculation (wB97M-V/def2-TZVPD) on a structure of composition C23H60F9NO17S3Sn at a distorted geometry.

Calculated values
HOMO = -9.47 eV

ORCA input file:
```
! wB97M-V def2-TZVPD RIJCOSX def2/J DEFGRID3
* xyz 0 1
Sn 0.3003 -0.5514 0.0867
C -3.5800 -0.0893 -3.4157
F -3.7847 -0.1688 -2.0951
F -4.1468 -1.1587 -4.0041
F -4.1531 1.0025 -3.8598
S -1.6640 0.0328 -3.7418
O -1.4201 1.0443 -4.8216
O -1.1080 0.4941 -2.4487
N -1.1398 -1.6356 -3.9541
S -1.1769 -1.7473 -5.5290
O -2.3979 -1.2480 -6.1575
O 0.0940 -1.3534 -6.1700
C -1.2570 -3.7128 -5.6304
F -1.2956 -4.0336 -6.9075
F -0.2045 -4.3202 -5.0064
F -2.3873 -4.0864 -5.0673
C -2.0135 -5.0526 2.5195
F -2.6277 -5.6080 3.5643
F -0.9427 -5.7346 2.2271
F -2.8007 -5.0170 1.4401
S -1.4244 -3.2436 2.9854
O -1.0975 -2.5558 1.7000
O -2.5687 -2.6336 3.7199
O -0.2144 -3.4025 3.8136
C 1.2838 3.2360 -2.5319
C 1.8410 2.6073 -1.2705
O 0.8660 2.5119 -0.2061
H 0.9350 4.2581 -2.3848
H 0.5285 2.6420 -3.0465
H 2.1306 3.3497 -3.2087
H 2.7194 3.1703 -0.9549
H 2.1565 1.5815 -1.4609
H 0.7562 3.3979 0.1468
C 2.9833 -0.6940 -4.5051
C 2.4397 -1.6535 -3.4052
O 1.3196 -0.9896 -2.8292
H 3.8780 -1.1464 -4.9328
H 3.1941 0.2960 -4.1005
H 2.3124 -0.5784 -5.3564
H 3.1696 -1.9189 -2.6404
H 2.1178 -2.6061 -3.8260
H 0.5133 -1.3663 -3.1893
C 2.1233 -4.7425 1.6461
C 2.3757 -3.2259 1.5249
O 2.3587 -2.9351 0.1874
H 1.1544 -4.9856 1.2100
H 2.0896 -5.0699 2.6852
H 2.9143 -5.3074 1.1527
H 3.2910 -2.9351 2.0404
H 1.6017 -2.7173 2.0997
H 3.1087 -3.3712 -0.2237
C -2.3901 5.1175 -1.6802
C -2.2160 3.6005 -1.5740
O -3.2549 3.0315 -0.8270
H -2.4306 5.5143 -0.6658
H -3.3263 5.2963 -2.2089
H -1.6318 5.6768 -2.2283
H -1.2235 3.3798 -1.1813
H -2.2584 3.1067 -2.5448
H -4.1005 3.1049 -1.2754
C 3.2161 3.3094 2.7562
C 3.5231 2.4728 3.9811
O 4.0710 1.2335 3.6198
H 2.5791 4.0929 3.1665
H 2.7174 2.8395 1.9085
H 4.1741 3.7180 2.4345
H 2.6228 2.2796 4.5643
H 4.2689 3.0075 4.5693
H 5.0217 1.3095 3.7290
C -3.6803 -3.5714 -1.4910
C -2.1904 -3.7383 -1.4801
O -1.5105 -2.5321 -1.5796
H -3.9157 -2.7990 -0.7588
H -4.2206 -4.4842 -1.2399
H -4.0932 -3.2756 -2.4554
H -1.9109 -4.4717 -2.2365
H -1.8622 -4.2209 -0.5595
H -1.3521 -2.3416 -2.5071
C -3.7654 0.3138 2.2522
C -3.4333 0.0403 0.8119
O -2.2928 0.8526 0.5404
H -3.0043 -0.0814 2.9250
H -4.6925 -0.2103 2.4843
H -4.0245 1.3437 2.4979
H -4.2453 0.2001 0.1024
H -3.1425 -1.0058 0.7166
H -2.6384 1.6593 0.1513
C -2.5749 4.1950 2.9327
C -1.2258 3.6004 2.6258
O -0.2750 4.3207 3.3088
H -2.5148 5.2438 2.6422
H -2.9997 4.1331 3.9346
H -3.3022 3.7041 2.2860
H -1.0505 3.5777 1.5502
H -1.1674 2.5502 2.9116
H -0.4390 4.3425 4.2544
C 1.5025 -0.7446 4.5815
C 0.2898 0.0376 4.1412
O 0.7588 0.7359 2.9884
H 1.1976 -1.3609 5.4273
H 2.2065 -0.0466 5.0346
H 1.9292 -1.4420 3.8607
H -0.0850 0.7364 4.8890
H -0.4578 -0.7130 3.8850
H 1.3108 1.4271 3.3613
C 5.0505 1.2947 0.2071
C 4.2803 0.0397 0.4315
O 3.1011 0.2749 1.2012
H 6.0226 1.1011 -0.2463
H 5.2595 1.8343 1.1308
H 4.4515 1.9381 -0.4374
H 4.8147 -0.7476 0.9630
H 4.0405 -0.4252 -0.5248
H 3.3382 0.5967 2.0740
*
```

These are the Mulliken partial charges, in e, on atoms 1 to 4: atom 1 (Sn): 0.82, atom 2 (C): 0.60, atom 3 (F): -0.08, atom 4 (F): -0.21

# 2
ORCA calculation (wB97M-V/def2-TZVPD) on a cluster of 8 separate species, C23H62O9 in total at a distorted geometry.

Calculated values
SMILES string = CC(C)O.CC(C)O.CC(C)O.CC(C)O.CC(C)O.CC(C)O.CC(C)O.OCCO
Energy above the lowest of the compared OMol25 structures with the same formula, charge and spin = 0.00 kcal/mol
HOMO = -9.43 eV

ORCA input file:
```
! wB97M-V def2-TZVPD RIJCOSX def2/J DEFGRID3
* xyz 0 1
C 17.6884 -12.4435 -9.7659
C 17.5710 -12.3995 -8.2539
C 16.1572 -12.6298 -7.7659
O 18.4437 -13.3877 -7.7193
H 18.7484 -12.4685 -10.0248
H 17.2896 -11.5200 -10.1896
H 17.1731 -13.2974 -10.2050
H 17.9095 -11.4071 -7.9236
H 15.4265 -12.0031 -8.2921
H 16.0192 -12.4875 -6.6952
H 15.8380 -13.6426 -8.0494
H 18.3558 -13.3792 -6.7429
C 14.4093 -12.3657 -4.1062
C 15.1431 -11.9267 -2.8483
C 15.2159 -13.0538 -1.8027
O 16.4596 -11.5100 -3.2405
H 13.3344 -12.3353 -3.9305
H 14.7262 -13.3654 -4.4117
H 14.5871 -11.6621 -4.9226
H 14.5967 -11.0694 -2.4329
H 15.4866 -12.6516 -0.8231
H 15.9958 -13.7476 -2.1225
H 14.2648 -13.5724 -1.6906
H 16.9093 -11.1270 -2.4797
C 15.6616 -17.9487 -0.8363
C 16.8036 -18.7576 -0.1985
C 18.1010 -18.5476 -0.9436
O 16.9903 -18.4015 1.1947
H 15.2725 -18.5311 -1.6688
H 15.9492 -16.9326 -1.1141
H 14.8586 -17.8070 -0.1070
H 16.5398 -19.8225 -0.2609
H 18.9465 -19.1249 -0.5692
H 18.4058 -17.4971 -0.9166
H 17.9750 -18.8084 -1.9990
H 16.6368 -19.0909 1.7591
C 14.3779 -17.8441 -6.3020
C 14.6605 -17.1934 -4.9739
C 13.6380 -17.5865 -3.9104
O 15.9617 -17.6245 -4.5101
H 13.3713 -17.6911 -6.7034
H 14.5827 -18.9224 -6.3207
H 14.9950 -17.4889 -7.1376
H 14.6506 -16.1104 -5.1100
H 13.4608 -18.6643 -3.9846
H 12.6803 -17.0616 -3.9413
H 14.0206 -17.3739 -2.9152
H 15.9537 -18.5887 -4.5699
C 20.1556 -15.5066 -9.9333
C 21.0048 -15.5711 -8.6682
C 22.4224 -16.0147 -8.9899
O 21.1018 -14.2981 -8.0389
H 20.1273 -16.4838 -10.4259
H 20.6086 -14.8296 -10.6630
H 19.1335 -15.1862 -9.7217
H 20.5741 -16.3110 -7.9734
H 23.0010 -16.1437 -8.0766
H 22.9199 -15.2996 -9.6495
H 22.4834 -16.9838 -9.4958
H 20.1975 -13.9365 -7.9811
C 21.5151 -16.5763 -2.3678
C 22.0814 -16.9644 -3.7136
C 23.5407 -17.3831 -3.6367
O 21.3300 -18.0519 -4.2614
H 21.4442 -17.4293 -1.6975
H 20.5069 -16.1651 -2.4899
H 22.0972 -15.7451 -1.9561
H 22.0079 -16.1277 -4.4225
H 23.6784 -18.3444 -3.1420
H 24.0503 -16.6176 -3.0410
H 24.0091 -17.4163 -4.6148
H 20.4670 -17.7008 -4.5331
C 16.3901 -18.6431 -10.0085
C 17.7593 -18.6435 -9.3618
C 17.7733 -17.8303 -8.0769
O 18.1416 -19.9936 -9.1172
H 15.6389 -18.9472 -9.2693
H 16.3351 -19.4004 -10.7951
H 16.1178 -17.6794 -10.4303
H 18.4662 -18.1330 -10.0342
H 18.8148 -17.7287 -7.7432
H 17.2446 -18.3295 -7.2667
H 17.4535 -16.7991 -8.2461
H 19.0267 -19.9864 -8.7362
O 18.0168 -13.3139 -4.8823
C 17.7721 -14.6369 -4.3704
C 18.5458 -15.6458 -5.1901
O 18.6187 -16.9115 -4.5733
H 17.3803 -12.7192 -4.4539
H 18.0472 -14.6890 -3.3118
H 16.6940 -14.8396 -4.4783
H 19.5795 -15.3048 -5.3492
H 18.1745 -15.7220 -6.2223
H 17.6980 -17.1642 -4.3635
*
```

These are the Mulliken partial charges, in e, on atoms 1 to 4: atom 1 (C): -1.61, atom 2 (C): 0.65, atom 3 (C): -1.05, atom 4 (O): -0.31